Here is a structure of composition C5H20AlN10O5 at a distorted geometry from OMol25. Energies are from wB97M-V/def2-TZVPD.

Each line ends with the Mulliken charge.
Geometry (Å):
Al1 -14.33 -8.96 15.35  1.45
C1 -18.25 -9.94 15.37  0.68
O1 -17.24 -9.38 15.77  -0.46
N1 -18.39 -11.28 15.15  -0.42
N2 -19.39 -9.27 15.09  -0.35
H1 -17.61 -11.91 15.29  0.18
H2 -19.31 -11.64 15.36  0.25
H3 -19.48 -8.29 15.25  0.19
H4 -20.11 -9.85 14.68  0.20
C2 -13.09 -7.49 12.01  0.77
O2 -13.58 -7.25 13.14  -0.44
N3 -13.52 -8.54 11.32  -0.33
N4 -12.27 -6.71 11.35  -0.36
H5 -14.13 -9.17 11.81  0.13
H6 -13.41 -8.72 10.34  0.22
H7 -11.83 -5.92 11.78  0.26
H8 -12.03 -6.95 10.40  0.20
C3 -15.02 -12.44 17.19  0.70
O3 -15.06 -11.20 17.04  -0.50
N5 -15.26 -13.01 18.37  -0.43
N6 -14.76 -13.37 16.24  -0.40
H9 -15.30 -14.01 18.40  0.18
H10 -15.41 -12.36 19.14  0.25
H11 -14.43 -13.01 15.36  0.21
H12 -14.66 -14.32 16.55  0.19
C4 -17.25 -6.38 14.53  0.71
O4 -16.17 -6.97 14.31  -0.44
N7 -17.40 -5.42 15.45  -0.39
N8 -18.33 -6.52 13.77  -0.42
H13 -18.08 -4.69 15.38  0.22
H14 -16.72 -5.51 16.19  0.22
H15 -19.17 -6.09 14.13  0.23
H16 -18.28 -6.94 12.86  0.22
C5 -11.65 -10.96 17.46  0.77
O5 -12.19 -10.59 16.40  -0.52
N9 -11.86 -10.38 18.64  -0.37
N10 -10.91 -12.08 17.56  -0.41
H17 -12.47 -9.59 18.50  0.15
H18 -11.46 -10.69 19.51  0.20
H19 -10.57 -12.56 16.74  0.25
H20 -10.46 -12.29 18.44  0.19

As for the charge: +3. The LUMO energy comes out at -0.5527 Ha. For the electronic energy, the calculation gives -1367.734175 Ha. The HOMO energy comes out at -18.530 eV. The calculation puts the relative energy (zero: lowest compared OMol25 entry of this formula, charge and spin) at 243.1 kJ/mol. The largest force on an atom is 3.1 eV/Å. The frontier orbital gap is 3.491 eV.